The following is a DFT calculation (ωB97M-V/def2-TZVPD) of 11 unconnected molecules or ions with the total composition C67H147N8O9 in a non-equilibrium geometry.

The largest force on an atom is 7.1 eV Å⁻¹. As for the total charge: +5. Its HOMO energy is -8.4 eV. As for the relative energy (zero: lowest compared OMol25 entry of this formula, charge and spin): 0.0 kJ/mol. For the frontier orbital gap, the calculation gives 1.9 eV.

Last columns: bonded neighbours and bond lengths (Å).
CARTESIAN COORDINATES (ANGSTROEM)
1 O -23.6427 16.0063 -28.6391  C47 1.378, H151 0.960
2 O -18.0484 16.9605 -23.7743  C81 1.236
3 O -19.9988 20.8223 -18.1141  C44 1.235
4 O -20.6289 18.6477 -18.6133  C44 1.318, H211 0.960
5 O -19.9215 16.5479 -24.6208  C81 1.192
6 O -23.6877 15.6391 -30.9263  C47 1.245
7 O -18.0522 16.4765 -25.8795  C81 1.339, H208 0.960
8 O -21.6338 20.1545 -17.2581  C44 1.239
9 O -21.8346 15.5637 -29.7901  C47 1.239
10 N -12.6985 18.2145 -12.4923  C39 1.613, C56 1.560, C59 1.537, C82 1.570
11 N -28.5331 15.3785 -21.7962  C20 1.553, C71 1.526, C76 1.523, C83 1.560
12 N -17.1746 7.4934 -19.5050  C24 1.510, C45 1.532, C57 1.573, C78 1.583
13 N -11.0937 14.0408 -25.1186  C21 1.534, C27 1.517, C40 1.544, C50 1.573
14 N -8.9356 25.2136 -19.2929  C61 1.502, C63 1.503, C65 1.568, C70 1.555
15 N -12.8308 18.7663 -36.3110  C18 1.525, C26 1.539, C28 1.574, C46 1.534
16 N -21.2258 23.9616 -26.8304  C41 1.522, C48 1.587, C67 1.555, C79 1.520
17 N -20.9671 8.4948 -31.6068  C25 1.534, C36 1.550, C51 1.527, C58 1.602
18 C -13.5437 17.7035 -35.4817  N15 1.525, C80 1.536, H103 1.090, H183 1.090
19 C -22.6171 7.9045 -29.6052  C58 1.502, C75 1.533, H91 1.090, H135 1.090
20 C -29.4460 14.4674 -22.6611  N11 1.553, C64 1.594, H213 1.090, H227 1.090
21 C -11.2552 15.4769 -25.6324  N13 1.534, C55 1.583, H184 1.090, H230 1.090
22 C -10.4292 18.3650 -11.5213  C34 1.554, C39 1.543, H156 1.090, H186 1.090
23 C -14.7425 17.6076 -13.8984  C56 1.543, C68 1.525, H85 1.090, H169 1.090
24 C -17.0451 8.8459 -20.1629  N12 1.510, C53 1.606, H121 1.090, H190 1.090
25 C -20.9132 9.2828 -32.9220  N17 1.534, C84 1.544, H174 1.090, H185 1.090
26 C -12.1946 19.7215 -35.2850  N15 1.539, C42 1.522, H152 1.090, H226 1.090
27 C -11.3706 13.9659 -23.6286  N13 1.517, H90 1.090, H99 1.090, H216 1.090
28 C -13.8761 19.5889 -37.1528  N15 1.574, C37 1.600, H149 1.090, H159 1.090
29 C -11.1197 24.1373 -20.3036  C60 1.522, C65 1.596, H100 1.090, H201 1.090
30 C -9.7680 17.6567 -25.8739  C55 1.472, H117 1.090, H128 1.090, H223 1.090
31 C -8.1924 25.5886 -17.0939  C61 1.493, C66 1.620, H86 1.090, H89 1.090
32 C -23.6140 23.3307 -27.7899  C54 1.541, C67 1.588, H98 1.090, H229 1.090
33 C -10.0911 11.9035 -25.9397  C38 1.526, C50 1.557, H126 1.090, H136 1.090
34 C -10.3416 18.4632 -13.0702  C22 1.554, C59 1.521, H113 1.090, H175 1.090
35 C -28.6174 17.3701 -20.3404  C52 1.571, C76 1.558, H210 1.090, H220 1.090
36 C -20.7296 6.9676 -31.7298  N17 1.550, H105 1.090, H181 1.090, H209 1.090
37 C -13.2623 20.4137 -38.3781  C28 1.600, C69 1.506, H96 1.090, H129 1.090
38 C -11.6003 11.7262 -25.7962  C33 1.526, C40 1.527, H108 1.090, H214 1.090
39 C -11.8334 17.8178 -11.1906  N10 1.613, C22 1.543, H162 1.090, H204 1.090
40 C -12.1213 13.1596 -25.8617  N13 1.544, C38 1.527, H160 1.090, H217 1.090
41 C -19.7222 23.8441 -27.0353  N16 1.522, C72 1.589, H153 1.090, H166 1.090
42 C -13.0412 19.5597 -34.0307  C26 1.522, C80 1.520, H182 1.090, H200 1.090
43 C -31.3939 12.8052 -22.5896  C64 1.485, H87 1.090, H92 1.090, H93 1.090
44 C -20.7442 19.8389 -18.0600  O3 1.235, O4 1.318, O8 1.239
45 C -16.8494 7.4959 -18.0079  N12 1.532, H146 1.090, H180 1.090, H191 1.090
46 C -11.9192 18.0684 -37.3279  N15 1.534, H143 1.090, H170 1.090, H205 1.090
47 C -23.0670 15.6776 -29.8472  O1 1.378, O6 1.245, O9 1.239
48 C -21.4711 25.5187 -27.0145  N16 1.587, C77 1.501, H164 1.090, H168 1.090
49 C -14.7428 6.6218 -19.7694  C57 1.556, C73 1.535, H120 1.090, H155 1.090
50 C -9.7428 13.3769 -25.5758  N13 1.573, C33 1.557, H127 1.090, H198 1.090
51 C -19.8470 9.1812 -30.8281  N17 1.527, C74 1.545, H140 1.090, H142 1.090
52 C -27.7941 17.7250 -21.6304  C35 1.571, C71 1.533, H104 1.090, H172 1.090
53 C -18.2236 8.9215 -21.2509  C24 1.606, C62 1.540, H154 1.090, H222 1.090
54 C -24.3468 22.8626 -29.0617  C32 1.541, H109 1.090, H199 1.090, H203 1.090
55 C -10.1374 16.4615 -25.0978  C21 1.583, C30 1.472, H123 1.090, H131 1.090
56 C -13.9517 17.2933 -12.6109  N10 1.560, C23 1.543, H95 1.090, H224 1.090
57 C -16.2284 6.4452 -20.1977  N12 1.573, C49 1.556, H112 1.090, H218 1.090
58 C -22.4151 8.5849 -30.9286  N17 1.602, C19 1.502, H138 1.090, H167 1.090
59 C -11.6644 17.9221 -13.5912  N10 1.537, C34 1.521, H173 1.090, H228 1.090
60 C -12.2011 23.0823 -20.1164  C29 1.522, H106 1.090, H122 1.090, H207 1.090
61 C -7.7659 24.9693 -18.3835  N14 1.502, C31 1.493, H130 1.090, H150 1.090
62 C -18.9522 7.5654 -21.2117  C53 1.540, C78 1.566, H94 1.090, H116 1.090
63 C -9.3851 26.6009 -18.9299  N14 1.503, C66 1.499, H145 1.090, H192 1.090
64 C -30.2099 13.3218 -21.8578  C20 1.594, C43 1.485, H139 1.090, H194 1.090
65 C -10.0526 24.1280 -19.1173  N14 1.568, C29 1.596, H202 1.090, H206 1.090
66 C -9.2855 26.7333 -17.4401  C31 1.620, C63 1.499, H165 1.090, H195 1.090
67 C -22.0445 23.0926 -27.8273  N16 1.555, C32 1.588, H188 1.090, H193 1.090
68 C -14.5697 16.4250 -14.8459  C23 1.525, H102 1.090, H179 1.090, H219 1.090
69 C -14.2332 21.5057 -38.7441  C37 1.506, H141 1.090, H161 1.090, H231 1.090
70 C -8.3805 25.1942 -20.7457  N14 1.555, H88 1.090, H124 1.090, H197 1.090
71 C -28.2532 16.6389 -22.6096  N11 1.526, C52 1.533, H107 1.090, H111 1.090
72 C -19.1106 25.3100 -27.0887  C41 1.589, C77 1.533, H158 1.090, H178 1.090
73 C -13.8375 5.6652 -20.5582  C49 1.535, H119 1.090, H176 1.090, H177 1.090
74 C -18.6818 9.4053 -31.8181  C51 1.545, C84 1.488, H118 1.090, H144 1.090
75 C -23.6805 8.6335 -28.7757  C19 1.533, H148 1.090, H215 1.090, H221 1.090
76 C -29.2530 15.9695 -20.5906  N11 1.523, C35 1.558, H115 1.090, H163 1.090
77 C -20.2255 26.1905 -26.5130  C48 1.501, C72 1.533, H157 1.090, H196 1.090
78 C -18.7248 7.2351 -19.6974  N12 1.583, C62 1.566, H133 1.090, H147 1.090
79 C -21.6768 23.4337 -25.4783  N16 1.520, H110 1.090, H132 1.090, H134 1.090
80 C -14.0020 18.3925 -34.1874  C18 1.536, C42 1.520, H189 1.090, H212 1.090
81 C -18.7505 16.7176 -24.7624  O2 1.236, O5 1.192, O7 1.339
82 C -12.9733 19.7598 -12.4621  N10 1.570, H137 1.090, H187 1.090, H225 1.090
83 C -27.1866 14.6712 -21.4472  N11 1.560, H114 1.090, H125 1.090, H171 1.090
84 C -19.3861 9.3769 -33.1285  C25 1.544, C74 1.488, H97 1.090, H101 1.090
85 H -14.3691 18.5173 -14.3686  C23 1.090
86 H -7.2948 26.0358 -16.6667  C31 1.090
87 H -31.1723 12.4901 -23.6094  C43 1.090
88 H -8.2650 24.1358 -20.9793  C70 1.090
89 H -8.4718 24.9135 -16.2850  C31 1.090
90 H -10.7125 14.6303 -23.0687  C27 1.090
91 H -21.7140 7.8201 -29.0008  C19 1.090
92 H -32.1402 13.5991 -22.5604  C43 1.090
93 H -31.8426 11.9491 -22.0857  C43 1.090
94 H -18.5330 6.8153 -21.8823  C62 1.090
95 H -14.5577 17.4641 -11.7212  C56 1.090
96 H -13.2315 19.6575 -39.1625  C37 1.090
97 H -19.0949 8.5466 -33.7719  C84 1.090
98 H -23.9673 24.3408 -27.5827  C32 1.090
99 H -12.4398 14.0644 -23.4405  C27 1.090
100 H -11.4983 25.1592 -20.2862  C29 1.090
101 H -19.2547 10.2899 -33.7092  C84 1.090
102 H -15.2519 16.5200 -15.6907  C68 1.090
103 H -14.3190 17.1824 -36.0433  C18 1.090
104 H -26.7096 17.7073 -21.5219  C52 1.090
105 H -21.1546 6.3880 -30.9102  C36 1.090
106 H -13.1428 23.2441 -20.6408  C60 1.090
107 H -27.5488 16.5031 -23.4304  C71 1.090
108 H -11.9560 11.0856 -26.6031  C38 1.090
109 H -24.0223 23.3072 -30.0025  C54 1.090
110 H -20.9917 23.7971 -24.7124  C79 1.090
111 H -29.1433 16.9940 -23.1289  C71 1.090
112 H -16.5713 5.4218 -20.0459  C57 1.090
113 H -9.6449 17.8211 -13.6090  C34 1.090
114 H -27.4664 13.7693 -20.9029  C83 1.090
115 H -30.2943 16.1018 -20.8845  C76 1.090
116 H -20.0201 7.6236 -21.4217  C62 1.090
117 H -9.5182 17.5082 -26.9245  C30 1.090
118 H -17.9707 8.5795 -31.7988  C74 1.090
119 H -12.8083 5.6414 -20.1999  C73 1.090
120 H -14.5799 6.4532 -18.7049  C49 1.090
121 H -16.0911 8.8871 -20.6884  C24 1.090
122 H -11.8564 22.0731 -20.3418  C60 1.090
123 H -10.3719 16.7581 -24.0754  C55 1.090
124 H -9.1704 25.5292 -21.4180  C70 1.090
125 H -26.5871 15.3998 -20.9014  C83 1.090
126 H -9.6172 11.2754 -25.1855  C33 1.090
127 H -9.0693 13.4946 -24.7270  C50 1.090
128 H -10.5083 18.4519 -25.7859  C30 1.090
129 H -12.2564 20.7757 -38.1656  C37 1.090
130 H -7.5712 23.9034 -18.2649  C61 1.090
131 H -9.2101 15.9669 -24.8087  C55 1.090
132 H -21.7225 22.3454 -25.5176  C79 1.090
133 H -18.8639 6.1592 -19.8035  C78 1.090
134 H -22.7001 23.8003 -25.3976  C79 1.090
135 H -23.0459 6.9262 -29.8224  C19 1.090
136 H -9.5760 11.6162 -26.8564  C33 1.090
137 H -12.0988 20.1608 -11.9495  C82 1.090
138 H -23.1767 8.3292 -31.6652  C58 1.090
139 H -30.6836 13.6004 -20.9164  C64 1.090
140 H -20.2833 10.1172 -30.4793  C51 1.090
141 H -14.5832 22.1281 -37.9204  C69 1.090
142 H -19.7277 8.5999 -29.9138  C51 1.090
143 H -11.4797 17.1971 -36.8423  C46 1.090
144 H -18.1079 10.3095 -31.6150  C74 1.090
145 H -10.2967 26.8435 -19.4761  C63 1.090
146 H -15.9639 8.1303 -17.9686  C45 1.090
147 H -19.3486 7.7698 -18.9811  C78 1.090
148 H -23.4139 9.6511 -28.4899  C75 1.090
149 H -14.5156 18.8326 -37.6078  C28 1.090
150 H -6.8707 25.5700 -18.5446  C61 1.090
151 H -22.8788 15.9985 -28.0578  O1 0.960
152 H -12.0308 20.7407 -35.6348  C26 1.090
153 H -19.5125 23.2567 -27.9292  C41 1.090
154 H -17.8700 9.0455 -22.2745  C53 1.090
155 H -14.3763 7.6354 -19.9325  C49 1.090
156 H -9.6733 17.7173 -11.0771  C22 1.090
157 H -20.1892 26.2067 -25.4238  C77 1.090
158 H -18.1954 25.3150 -26.4968  C72 1.090
159 H -14.3575 20.2559 -36.4376  C28 1.090
160 H -13.0667 13.2566 -25.3280  C40 1.090
161 H -15.2009 21.1972 -39.1396  C69 1.090
162 H -12.4494 18.2667 -10.4114  C39 1.090
163 H -29.1023 15.2664 -19.7715  C76 1.090
164 H -22.3097 25.7809 -26.3695  C48 1.090
165 H -10.2467 26.4991 -16.9826  C66 1.090
166 H -19.4628 23.1989 -26.1960  C41 1.090
167 H -22.5009 9.6533 -30.7302  C58 1.090
168 H -21.6408 25.7966 -28.0548  C48 1.090
169 H -15.8169 17.6810 -13.7300  C23 1.090
170 H -12.5623 17.8199 -38.1721  C46 1.090
171 H -26.7366 14.2810 -22.3601  C83 1.090
172 H -27.8807 18.7548 -21.9770  C52 1.090
173 H -11.5515 16.8384 -13.5605  C59 1.090
174 H -21.3317 10.2233 -32.5635  C25 1.090
175 H -10.0813 19.3976 -13.5673  C34 1.090
176 H -14.2464 4.6648 -20.4171  C73 1.090
177 H -13.7861 5.9950 -21.5958  C73 1.090
178 H -18.8523 25.4476 -28.1387  C72 1.090
179 H -13.5972 16.3290 -15.3289  C68 1.090
180 H -17.6866 8.0038 -17.5290  C45 1.090
181 H -19.6450 6.8704 -31.6824  C36 1.090
182 H -13.6075 20.4842 -33.9190  C42 1.090
183 H -12.7412 17.0297 -35.1816  C18 1.090
184 H -11.3197 15.4659 -26.7205  C21 1.090
185 H -21.4428 8.8927 -33.7912  C25 1.090
186 H -10.0904 19.3045 -11.0847  C22 1.090
187 H -13.8287 19.8608 -11.7941  C82 1.090
188 H -21.6809 22.0760 -27.6773  C67 1.090
189 H -13.9829 17.8048 -33.2696  C80 1.090
190 H -17.1481 9.6251 -19.4077  C24 1.090
191 H -16.7346 6.4412 -17.7580  C45 1.090
192 H -8.6501 27.2550 -19.3990  C63 1.090
193 H -21.5762 23.2795 -28.7937  C67 1.090
194 H -29.5950 12.4474 -21.6452  C64 1.090
195 H -8.9883 27.7189 -17.0819  C66 1.090
196 H -20.1867 27.2206 -26.8674  C77 1.090
197 H -7.4344 25.7141 -20.8968  C70 1.090
198 H -9.4206 13.8955 -26.4788  C50 1.090
199 H -25.3824 23.1214 -28.8411  C54 1.090
200 H -12.4156 19.3824 -33.1559  C42 1.090
201 H -10.6660 24.0130 -21.2868  C29 1.090
202 H -9.5303 23.1713 -19.1195  C65 1.090
203 H -24.2896 21.7764 -29.1315  C54 1.090
204 H -11.6893 16.7390 -11.1324  C39 1.090
205 H -11.1232 18.7945 -37.4930  C46 1.090
206 H -10.5552 24.3047 -18.1664  C65 1.090
207 H -12.4546 23.0461 -19.0569  C60 1.090
208 H -18.6350 16.1946 -26.5883  O7 0.960
209 H -21.1237 6.5529 -32.6576  C36 1.090
210 H -27.9970 17.3932 -19.4444  C35 1.090
211 H -19.8901 18.6474 -19.2263  O4 0.960
212 H -15.0120 18.7702 -34.3462  C80 1.090
213 H -30.1832 15.1022 -23.1527  C20 1.090
214 H -11.9296 11.1996 -24.9005  C38 1.090
215 H -24.1117 8.0671 -27.9503  C75 1.090
216 H -11.1405 12.9383 -23.3472  C27 1.090
217 H -12.1823 13.5063 -26.8932  C40 1.090
218 H -16.3265 6.6566 -21.2625  C57 1.090
219 H -14.8057 15.5121 -14.2992  C68 1.090
220 H -29.3146 18.1991 -20.2191  C35 1.090
221 H -24.6204 8.7184 -29.3211  C75 1.090
222 H -18.8038 9.8440 -21.2690  C53 1.090
223 H -8.8506 18.0506 -25.4364  C30 1.090
224 H -13.6718 16.2490 -12.4727  C56 1.090
225 H -13.0981 20.0476 -13.5060  C82 1.090
226 H -11.2298 19.3282 -34.9645  C26 1.090
227 H -28.7861 14.1585 -23.4718  C20 1.090
228 H -12.0528 18.2920 -14.5402  C59 1.090
229 H -24.0129 22.6343 -27.0522  C32 1.090
230 H -12.1322 15.8104 -25.0778  C21 1.090
231 H -13.8346 22.1988 -39.4849  C69 1.090

Results of the Mulliken charge analysis, in e, for atoms 1 through 2:
1 O -0.482
2 O -0.785